This record from OMol25 describes a molecular structure, C11H25BBrHgN3O9P2. The level of theory is ωB97M-V/def2-TZVPD.

For the lowest unoccupied orbital energy, the calculation gives -11.0 eV. For the max |F|, the calculation gives 0.98 eV/A. Its HOMO-LUMO gap is 2.38 eV. For the calculated total energy, the calculation gives -4709.8731 a.u. As for the HOMO energy: -13.36 eV. As for the net charge: +2.

Positions of all 53 atoms, in Å:
C (2.173, 2.438, -0.858)
N (2.220, 1.494, 0.266)
C (3.551, 1.502, 0.911)
B (1.837, 0.140, -0.103)
O (2.642, -0.692, -0.841)
C (0.356, -0.399, 0.421)
C (0.115, 0.387, 1.711)
O (1.177, -0.026, 2.534)
O (1.028, 0.766, 3.727)
C (-0.746, -0.077, -0.684)
C (-0.121, -0.251, -2.111)
N (-1.018, -0.668, -3.231)
C (-1.496, 1.243, -0.486)
C (-2.371, 1.731, -1.640)
C (-3.382, 2.770, -1.165)
O (-2.696, 3.768, -0.432)
C (-1.636, -1.272, -0.550)
O (-2.836, -1.358, -0.718)
O (-0.900, -2.347, -0.268)
C (0.152, -1.946, 0.657)
P (1.423, -3.351, 0.423)
O (1.614, -3.301, -1.185)
Br (3.217, -2.616, 1.404)
P (-0.617, -2.725, 2.209)
N (-0.773, -4.203, 1.722)
O (-2.014, -2.010, 2.420)
O (0.306, -2.429, 3.456)
H (1.211, 2.385, -1.377)
H (2.265, 3.461, -0.489)
H (2.976, 2.265, -1.589)
H (4.317, 1.900, 0.240)
H (3.849, 0.496, 1.213)
H (3.522, 2.124, 1.808)
H (2.851, -0.474, -1.754)
H (-0.852, 0.183, 2.187)
H (0.177, 1.458, 1.528)
H (1.826, 0.504, 4.212)
H (0.653, -1.016, -2.049)
H (0.312, 0.712, -2.388)
H (-0.722, -1.589, -3.545)
H (-0.930, -0.051, -4.034)
H (-2.105, 1.171, 0.419)
H (-0.762, 2.025, -0.289)
H (-2.944, 0.916, -2.096)
H (-1.756, 2.173, -2.431)
H (-4.152, 2.283, -0.558)
H (-3.873, 3.220, -2.034)
H (-3.180, 3.992, 0.368)
H (1.826, -4.174, -1.552)
H (-0.361, -4.921, 2.311)
H (-2.028, -1.281, 3.059)
H (-0.017, -2.799, 4.295)
Hg (-3.304, -1.532, -3.045)

Atom charges from the natural (NBO) analysis, given in e for atoms 1 to 4: number 1, C, carries -0.4024; number 2, N, carries -0.8699; number 3, C, carries -0.4036; number 4, B, carries 1.4181


This record from OMol25 describes 5 unconnected molecules or ions with the total composition C25H36BN4O14 in a non-equilibrium geometry. The level of theory is ωB97M-V/def2-TZVPD.

For the lowest unoccupied orbital energy, the calculation gives -4.3 eV. For the max |F|, the calculation gives 8.04 eV/A. Its HOMO-LUMO gap is 7.93 eV. For the calculated total energy, the calculation gives -2270.9294 a.u. As for the HOMO energy: -12.21 eV. As for the net charge: +1.

Positions of all 80 atoms, in Å:
C (2.183, -3.262, 1.014)
O (1.427, -2.769, -0.184)
B (1.359, -3.955, -1.060)
O (2.615, -4.348, -1.792)
N (0.152, -4.844, -1.294)
C (-0.986, -4.796, -0.526)
N (-1.318, -3.904, 0.651)
C (-2.722, -4.462, 0.966)
N (-3.047, -5.584, 0.004)
C (-4.240, -6.504, -0.135)
C (-5.741, -6.093, -0.651)
C (-6.927, -7.264, -0.785)
C (-6.643, -8.871, -0.432)
C (-5.143, -9.273, 0.106)
C (-3.993, -8.109, 0.236)
N (-2.043, -5.800, -0.927)
H (3.153, -3.852, 0.720)
H (1.453, -4.057, 1.519)
H (2.501, -2.396, 1.734)
H (2.651, -5.351, -1.631)
H (0.153, -5.550, -2.090)
H (-3.465, -4.118, 1.820)
H (-5.957, -4.978, -0.936)
H (-8.026, -7.030, -1.165)
H (-7.452, -9.718, -0.533)
H (-4.849, -10.397, 0.370)
H (-2.917, -8.446, 0.601)
H (-1.947, -6.466, -1.725)
C (6.700, 1.187, 0.869)
C (5.873, -0.063, 1.099)
C (4.422, 0.218, 1.351)
O (4.028, -0.867, 2.170)
C (5.153, -1.293, 2.824)
O (5.153, -2.076, 3.755)
O (6.274, -0.719, 2.292)
H (6.874, 1.728, 1.805)
H (7.686, 0.917, 0.477)
H (6.220, 1.859, 0.150)
H (6.002, -0.762, 0.264)
H (3.839, 0.230, 0.424)
H (4.244, 1.151, 1.895)
C (3.331, 6.098, 3.205)
C (3.884, 4.935, 2.405)
C (4.794, 4.044, 3.196)
O (5.669, 3.531, 2.209)
C (5.707, 4.456, 1.201)
O (6.506, 4.441, 0.283)
O (4.730, 5.398, 1.364)
H (4.092, 6.868, 3.367)
H (2.515, 6.577, 2.654)
H (2.941, 5.770, 4.174)
H (3.065, 4.363, 1.952)
H (4.249, 3.231, 3.686)
H (5.386, 4.578, 3.947)
C (-0.540, 3.855, -1.938)
C (-0.276, 5.062, -1.059)
C (1.161, 5.488, -1.045)
O (1.303, 6.074, 0.236)
C (0.365, 5.487, 1.042)
O (0.329, 5.602, 2.252)
O (-0.523, 4.754, 0.304)
H (-0.177, 2.933, -1.470)
H (-1.617, 3.727, -2.085)
H (-0.073, 3.964, -2.922)
H (-0.932, 5.891, -1.347)
H (1.381, 6.220, -1.828)
H (1.867, 4.655, -1.129)
C (-7.157, 2.392, -2.414)
C (-5.793, 2.154, -3.032)
C (-4.673, 2.190, -2.037)
O (-3.576, 2.634, -2.815)
C (-4.098, 3.365, -3.848)
O (-3.441, 4.062, -4.597)
O (-5.454, 3.207, -3.921)
H (-7.300, 3.447, -2.156)
H (-7.943, 2.138, -3.133)
H (-7.305, 1.781, -1.519)
H (-5.792, 1.215, -3.598)
H (-4.467, 1.202, -1.614)
H (-4.834, 2.900, -1.220)

Atom charges from the Löwdin analysis, given in e for atoms 1 to 4: number 1, C, carries -0.0533; number 2, O, carries -0.0571; number 3, B, carries -0.4725; number 4, O, carries 0.0560


This record from OMol25 describes 2 unconnected molecules or ions with the total composition BrClH3N2P in a non-equilibrium geometry. The level of theory is ωB97M-V/def2-TZVPD.

For the lowest unoccupied orbital energy, the calculation gives -0.1 eV. For the max |F|, the calculation gives 2.71 eV/A. Its HOMO-LUMO gap is 10.33 eV. For the calculated total energy, the calculation gives -3486.8546 a.u. Its SMILES is [H]/N=P(\Br)=N/[H].Cl. As for the HOMO energy: -10.40 eV. As for the net charge: 0.

Positions of all 8 atoms, in Å:
H (-2.686, -0.490, 1.447)
N (-2.331, 0.227, 0.731)
P (-0.944, 0.583, 0.150)
Br (0.791, -0.414, 1.085)
N (-0.335, 1.481, -0.941)
H (-1.042, 1.889, -1.532)
Cl (3.649, -1.875, 0.012)
H (2.898, -1.401, -0.952)

Atom charges from the natural (NBO) analysis, given in e for atoms 1 to 4: number 1, H, carries 0.4463; number 2, N, carries -1.2490; number 3, P, carries 1.7796; number 4, Br, carries -0.1943